# 1
DFT (ωB97M-V with the def2-TZVPD basis set) results for a 2-piece molecular cluster, H9OPSi3 overall at a distorted geometry.

```
14
Properties=species:S:1:pos:R:3:forces:R:3:mulliken_charge:R:1
P -0.32147 1.78463 1.69816 0.137 -0.358 -0.482 -0.02
Si 1.73444 1.95328 1.69218 1.364 -0.836 0.049 0.29
Si -1.32581 0.31515 -1.69698 -0.745 0.392 1.116 0.34
Si -0.19365 -2.29254 -0.14124 1.462 2.445 -0.179 0.34
O -0.97371 -1.02676 -0.84561 -0.218 -0.633 0.281 0.07
H -0.28157 1.33117 -1.39353 0.121 -0.223 -0.849 -0.11
H -0.27506 -2.17253 1.28230 -0.478 -0.183 1.000 -0.12
H 2.62253 2.58628 2.66442 -0.594 0.862 0.658 -0.09
H -0.31162 0.82448 0.59994 0.237 0.583 0.847 -0.18
H -0.78645 -3.53139 -0.57682 0.174 -0.614 -0.427 -0.12
H -1.60149 -0.22581 -3.02589 0.123 0.457 -0.490 -0.13
H 1.29285 -1.82430 -0.27973 -0.909 -1.149 -0.406 -0.10
H -2.54240 1.01731 -1.10040 0.402 -0.532 -0.447 -0.11
H 2.96341 1.26104 1.12318 -1.076 -0.211 -0.671 -0.06
```
Positions in Å, forces in eV/Å.

The HOMO energy comes out at -0.3255 Ha. The LUMO energy is -0.47 eV. As for the SMILES: [SiH3]O[SiH3].[SiH2]=P. The value obtained for the energy above the lowest of the compared OMol25 structures with the same formula, charge and spin is 1.392 eV. The value obtained for the gap between HOMO and LUMO is 0.3081 Ha.

***

# 2
DFT (ωB97M-V with the def2-TZVPD basis set) results for HI3P2 as an isolated structure at a distorted geometry.

```
6
Properties=species:S:1:pos:R:3:forces:R:3:mulliken_charge:R:1
I 0.86179 2.51582 -2.30954 -0.449 0.468 -0.130 -0.03
I 0.94236 -2.75428 -0.35484 -0.162 0.780 -0.255 -0.08
I 1.37164 -1.54107 -4.34457 -0.051 -0.319 -0.332 0.06
P -0.07946 -0.58368 -1.13409 0.066 0.019 0.202 -0.07
P 1.77647 0.41067 -1.72086 1.174 -0.506 -0.043 -0.02
H 0.22892 0.24249 -0.01832 -0.578 -0.442 0.559 0.14
```
Positions in Å, forces in eV/Å.

The HOMO energy (spin up / spin down) comes out at -0.2857 / -0.3378 Ha. The LUMO energy (spin up / spin down) is -0.70 / -3.56 eV. Its spin multiplicity is 3. The expectation value of S² is 2.01. The value obtained for the energy above the lowest of the compared OMol25 structures with the same formula, charge and spin is 0.000 eV. The value obtained for the gap between HOMO and LUMO (spin up / spin down) is 0.2601 / 0.2070 Ha.

***

# 3
DFT (ωB97M-V with the def2-TZVPD basis set) results for HINOP in the gas phase at a distorted geometry.

```
5
Properties=species:S:1:pos:R:3:forces:R:3:mulliken_charge:R:1
I 2.06035 -1.01922 0.07359 -0.955 0.275 -0.132 -0.01
P -0.17852 0.01123 -0.03289 0.954 -2.689 2.361 0.46
O -0.47219 0.84898 1.20466 0.029 0.011 -1.607 -0.41
N -0.34703 1.22151 -0.97856 -0.346 2.463 -0.757 -0.20
H -1.06261 -1.06250 -0.26681 0.318 -0.059 0.134 0.16
```
Positions in Å, forces in eV/Å.

The HOMO energy (spin up / spin down) comes out at -0.3869 / -0.3870 Ha. The LUMO energy (spin up / spin down) is -3.30 / -3.29 eV. The value obtained for the energy above the lowest of the compared OMol25 structures with the same formula, charge and spin is 1.740 eV. The value obtained for the gap between HOMO and LUMO (spin up / spin down) is 0.2658 / 0.2660 Ha.

***

# 4
DFT (ωB97M-V with the def2-TZVPD basis set) results for HIS2 in the gas phase at a distorted geometry.

```
4
Properties=species:S:1:pos:R:3:forces:R:3:mulliken_charge:R:1
I 0.01959 -0.19408 2.33895 -0.083 -0.385 -0.597 0.12
S -0.38545 -1.31317 0.23136 0.925 2.475 -1.144 -0.12
S 0.55294 0.17630 -1.29968 -0.730 -1.226 1.361 -0.18
H -0.18709 1.33095 -1.27062 -0.113 -0.865 0.380 0.19
```
Positions in Å, forces in eV/Å.

The HOMO energy comes out at -0.3379 Ha. The LUMO energy is -1.27 eV. As for the SMILES: SSI. The value obtained for the energy above the lowest of the compared OMol25 structures with the same formula, charge and spin is 0.455 eV. The value obtained for the gap between HOMO and LUMO is 0.2911 Ha.

***

# 5
DFT (ωB97M-V with the def2-TZVPD basis set) results for a 2-piece molecular cluster, HN2O3S overall at a distorted geometry.

```
7
Properties=species:S:1:pos:R:3:forces:R:3:mulliken_charge:R:1
S -2.15383 -0.81541 0.47300 0.317 0.443 -1.234 -0.65
O 1.01602 -1.26871 -0.22206 0.252 -1.290 -1.314 -0.53
O 0.61695 1.90985 -0.16876 -0.797 0.530 -0.694 -0.37
O 1.38182 0.26088 1.24398 0.484 -0.845 -0.204 -0.58
N 0.95616 -0.15683 0.17677 0.719 -0.221 3.820 1.05
N 0.24990 0.85533 -0.59042 -0.867 1.482 -1.499 0.04
H -2.06702 -0.78512 -0.91252 -0.108 -0.099 1.124 0.03
```
Positions in Å, forces in eV/Å.

The HOMO energy (spin up / spin down) comes out at -0.1426 / -0.1128 Ha. The total charge is -1. The LUMO energy (spin up / spin down) is 3.15 / 2.07 eV. The value obtained for the energy above the lowest of the compared OMol25 structures with the same formula, charge and spin is 6.943 eV. The value obtained for the gap between HOMO and LUMO (spin up / spin down) is 0.2582 / 0.1887 Ha.

***

# 6
DFT (ωB97M-V with the def2-TZVPD basis set) results for an isolated ion of composition HN2O3S and charge -1 at a distorted geometry.

```
7
Properties=species:S:1:pos:R:3:forces:R:3:mulliken_charge:R:1
S 0.31146 0.57811 -0.17028 3.064 1.299 -3.131 0.34
O -0.84321 -0.76120 -0.00835 -0.551 -0.347 0.861 -0.17
O -1.43633 0.35561 1.74472 0.416 -1.700 -1.020 -0.41
O 1.21149 0.34842 0.97565 -0.463 -0.020 -0.201 -0.55
N -1.14903 -0.73790 1.26843 -2.142 0.126 2.234 0.24
N 1.01907 -0.04744 -1.42934 0.398 0.079 0.904 -0.60
H 0.88655 0.26440 -2.38084 -0.721 0.563 0.353 0.16
```
Positions in Å, forces in eV/Å.

The HOMO energy comes out at -0.1380 Ha. The total charge is -1. The LUMO energy is 4.17 eV. The value obtained for the energy above the lowest of the compared OMol25 structures with the same formula, charge and spin is 5.092 eV. The value obtained for the gap between HOMO and LUMO is 0.2914 Ha.

***

# 7
DFT (ωB97M-V with the def2-TZVPD basis set) results for a 2-piece molecular cluster, HN2O3S overall at a distorted geometry.

```
7
Properties=species:S:1:pos:R:3:forces:R:3:mulliken_charge:R:1
S 1.22315 -0.59958 0.16996 -0.995 -1.808 1.439 -0.01
O 0.04141 -2.10769 0.59044 0.301 1.891 -0.479 -0.65
O 0.32968 2.23460 -0.08754 1.195 0.699 -0.085 -0.49
O 1.53265 -0.62089 -1.29732 0.051 0.018 -0.915 -0.54
N -1.66807 1.16573 0.09960 0.163 -0.406 0.073 -0.36
N -0.63245 1.58397 0.02593 -1.492 0.062 -0.064 0.79
H -0.82638 -1.65614 0.49894 0.777 -0.457 0.031 0.27
```
Positions in Å, forces in eV/Å.

The HOMO energy comes out at -0.0712 Ha. The total charge is -1. The LUMO energy is 4.01 eV. The value obtained for the energy above the lowest of the compared OMol25 structures with the same formula, charge and spin is 4.416 eV. The value obtained for the gap between HOMO and LUMO is 0.2186 Ha.

***

# 8
DFT (ωB97M-V with the def2-TZVPD basis set) results for an isolated ion of composition HN2O4 and charge +1 at a distorted geometry.

```
7
Properties=species:S:1:pos:R:3:forces:R:3:mulliken_charge:R:1
O 2.27800 -0.16453 0.19733 -2.316 -4.365 -1.768 -0.24
O 0.13877 0.22011 -0.65929 1.229 0.066 -4.386 -0.01
O 0.97811 0.04351 0.49522 1.405 0.059 4.467 0.06
O -3.11745 -0.53108 0.11019 -2.487 -0.364 0.468 -0.28
N -1.05650 0.24445 -0.32171 -2.659 0.425 1.225 0.28
N -2.04141 -0.37483 -0.14821 3.837 0.431 -0.577 0.81
H 2.82048 0.56236 0.32648 0.991 3.748 0.570 0.38
```
Positions in Å, forces in eV/Å.

The HOMO energy (spin up / spin down) comes out at -0.6142 / -0.6142 Ha. The total charge is +1. The LUMO energy (spin up / spin down) is -7.39 / -7.39 eV. As for the SMILES: O=[N+]=NOOO. The value obtained for the energy above the lowest of the compared OMol25 structures with the same formula, charge and spin is 3.670 eV. The value obtained for the gap between HOMO and LUMO (spin up / spin down) is 0.3427 / 0.3426 Ha.